Entry 1:
The following is a DFT calculation (the ωB97M-V functional and the def2-TZVPD basis) of one molecule with the formula C14H20N2O4S.

```
41
Properties=species:S:1:pos:R:3:forces:R:3:lowdin_charge:R:1
C 3.931464 1.784022 -4.772604 0.0 -0.4 0.2 -0.062
C 4.114624 0.276479 -4.629745 0.0 0.3 -0.4 -0.239
O 4.086291 -0.150176 -3.278640 0.0 -0.1 0.3 -0.041
C 2.912151 -0.265822 -2.621288 -0.1 -0.1 0.3 -0.259
C 1.647117 -0.058097 -3.173355 0.2 0.0 -0.1 -0.002
C 0.518488 -0.228744 -2.391729 -0.1 0.0 0.0 -0.047
C 0.639910 -0.606073 -1.070103 -0.5 -0.2 0.4 -0.277
S -0.835470 -0.746922 -0.082090 0.1 0.5 -0.2 0.685
O -0.515238 -1.487273 1.114774 0.4 0.1 -0.1 -0.298
O -1.916260 -1.211139 -0.899397 0.1 0.2 -0.2 -0.275
N -1.138355 0.824370 0.334904 0.1 -1.0 -0.1 -0.297
C -2.239341 1.550531 -0.243144 -0.3 0.0 -0.3 -0.065
C -0.484528 1.391683 1.487751 0.2 0.1 0.2 -0.102
C -1.400273 1.378476 2.726427 0.2 -0.1 -0.3 -0.485
O -1.734639 2.393916 3.304266 0.0 0.3 0.1 0.058
N -1.784187 0.138677 3.059814 0.0 -0.5 0.1 0.114
C -2.696928 -0.149008 4.115733 -0.1 0.1 0.2 -0.277
C -3.728704 -1.216691 3.906016 -0.2 0.1 0.0 -0.095
C -2.575806 -1.454067 4.838909 0.1 0.0 0.1 -0.097
C 1.886477 -0.819293 -0.507978 0.1 -0.1 0.1 -0.051
C 3.016224 -0.650538 -1.278250 0.0 0.1 -0.2 0.017
H 4.698830 2.303272 -4.204341 0.1 0.1 0.0 0.081
H 4.017671 2.064025 -5.818717 0.0 0.1 -0.1 0.079
H 2.958919 2.098073 -4.401940 -0.1 0.1 0.0 0.067
H 3.371256 -0.269316 -5.222360 0.1 0.0 0.1 0.117
H 5.110324 -0.009749 -4.979098 -0.2 0.0 0.0 0.125
H 1.527287 0.227865 -4.205793 0.0 0.0 -0.1 0.108
H -0.467544 -0.084815 -2.803722 -0.1 0.0 -0.2 0.118
H -2.948348 1.864307 0.526611 0.0 0.0 0.0 0.098
H -2.738455 0.880601 -0.938287 -0.2 0.2 0.0 0.079
H -1.876478 2.434875 -0.774932 0.0 0.0 0.0 0.094
H -0.193416 2.425786 1.277487 0.0 -0.1 0.1 0.136
H 0.407343 0.796670 1.689434 0.1 0.2 0.1 0.122
H -1.434732 -0.643831 2.513080 0.0 0.2 0.1 0.096
H -2.958108 0.747801 4.662495 0.0 -0.1 0.0 0.145
H -4.712770 -1.070060 4.323111 -0.1 0.0 0.1 0.095
H -3.723054 -1.735982 2.959716 0.1 0.0 -0.1 0.101
H -2.762651 -1.472704 5.901279 0.0 0.0 0.1 0.095
H -1.802130 -2.133253 4.515138 0.1 0.0 -0.1 0.101
H 1.952113 -1.132786 0.521630 0.1 -0.1 0.1 0.114
H 4.001123 -0.814835 -0.871488 0.1 0.0 0.1 0.123
```
Forces are in eV/Å.

## Properties
frontier orbital gap: 9.3 eV
relative energy (zero: lowest compared OMol25 entry of this formula, charge and spin): 1.996 eV
structure (SMILES): CCOc1ccc(S(=O)(=O)N(C)CC(=O)NC2CC2)cc1
total charge: 0
molecular weight: 312.39 g/mol


Entry 2:
The following is a DFT calculation (the ωB97M-V functional and the def2-TZVPD basis) of C35H44InN2O2P3 as an isolated structure at a distorted geometry.

```
87
Properties=species:S:1:pos:R:3:forces:R:3:lowdin_charge:R:1
C -1.109951 2.188930 -4.432727 0.2 0.4 -0.4 -0.042
C -1.163742 1.111194 -3.511403 0.0 -0.4 0.2 -0.363
N 0.019111 0.701574 -2.935615 0.0 1.4 -0.9 -0.005
C 1.190471 1.321958 -3.173343 -0.4 0.7 -0.6 -0.313
C 1.272364 2.369810 -4.094815 0.6 -0.3 0.4 -0.051
C 0.100083 2.797423 -4.731512 -0.6 -0.3 0.2 -0.068
C -2.371867 0.399639 -3.212807 -0.1 0.1 0.3 -0.310
P -2.387174 -0.756061 -1.861194 -2.3 1.2 -0.9 0.783
In -0.050059 -0.886074 -1.444745 -0.9 2.4 5.8 0.158
P 2.274702 -0.762917 -1.597438 3.1 0.8 -0.2 0.847
C 2.392633 0.936853 -2.327638 0.5 -0.1 0.1 -0.239
C -0.122290 -2.565277 -0.121161 0.1 -1.0 -0.4 -0.309
C -0.517400 -2.273197 1.166971 -0.5 -0.7 1.6 -0.164
C -0.546295 -3.269550 2.160493 0.0 0.0 -0.3 -0.085
C -0.171309 -4.584390 1.846521 0.0 0.2 -0.2 -0.107
C 0.230859 -4.877244 0.539770 0.1 0.0 -0.2 -0.108
C 0.255082 -3.865362 -0.441254 -0.1 -0.8 0.9 -0.145
O -1.605142 -1.463347 -5.327688 -0.3 0.3 -0.5 -0.093
O 1.076907 -1.803917 -5.142286 -0.6 -0.2 -0.2 -0.115
H -2.039724 2.526018 -4.902789 0.4 -0.1 0.2 0.111
H 2.239092 2.854037 -4.281232 -0.5 -0.2 0.1 0.110
H 0.132116 3.620289 -5.450833 0.0 -0.3 0.2 0.109
C -3.304178 -0.123968 -0.421392 -0.6 0.0 0.0 -0.245
C -3.318044 -2.243733 -2.364272 -0.2 -0.1 0.0 -0.228
H 3.334402 1.060019 -2.891558 -0.4 0.0 0.1 0.100
H 2.438828 1.625595 -1.463849 -0.1 -0.3 -0.3 0.100
H -1.916377 -0.834946 -4.619171 0.0 -0.1 0.0 -0.005
H -3.315633 0.825756 -3.575174 0.4 -0.1 0.0 0.072
C 3.166911 -0.705911 -0.020451 0.5 0.2 0.1 -0.236
C 3.232003 -1.848053 -2.692801 0.5 0.0 -0.2 -0.232
H -0.813878 -1.255264 1.455726 0.1 -0.9 -0.4 0.032
H -0.863176 -3.018549 3.177911 0.1 -0.1 -0.3 0.090
H -0.193654 -5.366771 2.613802 0.0 0.3 -0.3 0.096
H 0.528093 -5.898101 0.271967 -0.1 0.4 0.2 0.094
H 0.578668 -4.139722 -1.450956 -0.1 0.1 0.2 0.084
H -0.290391 -2.280182 -2.426400 1.7 0.0 -3.8 0.089
H 1.060926 -2.758426 -5.317418 0.1 0.4 0.1 0.051
H 0.119486 -1.552186 -5.267636 0.7 -0.2 0.0 -0.002
H -1.927882 -1.060136 -6.151996 0.2 -0.3 0.4 0.072
H 0.226519 -1.680167 -2.987724 -1.6 -3.9 -0.5 0.096
H -4.353658 0.084092 -0.701976 0.4 -0.1 0.2 0.055
H -3.286205 -0.870996 0.389422 0.0 0.3 -0.3 0.050
H -2.831848 0.801868 -0.066884 -0.1 -0.3 -0.2 0.025
H -4.381045 -1.985227 -2.522500 0.4 -0.2 0.0 0.054
H -2.900372 -2.630096 -3.305081 -0.1 0.1 0.3 0.036
H -3.244394 -3.013980 -1.579830 0.0 0.2 -0.3 0.053
H 4.285966 -1.514605 -2.744091 -0.4 -0.2 -0.1 0.054
H 3.198397 -2.880006 -2.305269 0.0 0.4 -0.1 0.054
H 2.767950 -1.818423 -3.691097 0.2 0.0 0.3 0.021
H 4.221651 -0.416586 -0.168461 -0.3 -0.2 0.0 0.061
H 2.675623 0.012954 0.652589 0.2 -0.4 -0.6 0.001
H 3.117971 -1.698679 0.449156 0.0 0.2 -0.2 0.060
N 0.379710 0.321945 0.299626 -0.6 2.6 4.1 -0.323
P 0.225662 0.994661 1.792056 0.1 -1.9 -4.6 0.842
C -0.217314 2.770693 1.637648 0.0 0.5 0.6 -0.297
C -0.458677 3.373466 0.389374 0.1 -0.1 0.4 -0.073
C -0.870875 4.706638 0.327861 0.0 -0.1 0.1 -0.084
C -1.047661 5.446409 1.495847 0.0 0.0 0.0 -0.092
C -0.809695 4.857756 2.736833 0.0 0.0 0.0 -0.087
C -0.399908 3.529849 2.805876 -0.1 0.1 -0.3 -0.106
C -1.120058 0.390120 2.991765 0.2 0.1 0.6 -0.266
C -0.805789 -0.327222 4.161124 0.4 0.0 -0.2 -0.097
C -1.786545 -0.793440 5.026282 -0.4 0.0 0.0 -0.091
C -3.128831 -0.545352 4.754806 0.1 0.0 0.0 -0.087
C -3.472364 0.188872 3.623608 0.0 -0.1 0.1 -0.080
C -2.483744 0.654152 2.765089 0.4 0.3 -0.3 -0.099
C 1.812051 0.777238 2.739021 -0.1 0.4 0.7 -0.286
C 2.577969 1.875508 3.167816 -0.3 -0.2 -0.1 -0.077
C 3.758972 1.684441 3.882970 0.2 0.0 0.0 -0.085
C 4.205066 0.398483 4.176559 0.0 0.1 0.0 -0.089
C 3.467306 -0.705308 3.753219 -0.1 0.1 -0.1 -0.078
C 2.283386 -0.518005 3.044577 -0.3 0.2 -0.1 -0.125
H -0.341928 2.795719 -0.526593 0.1 -0.1 0.2 0.088
H -1.068113 5.168971 -0.640481 0.1 -0.2 0.2 0.103
H -1.379694 6.484010 1.447271 0.1 -0.3 0.0 0.102
H -0.954059 5.428845 3.654160 0.0 -0.1 -0.2 0.103
H -0.234887 3.074411 3.782268 0.0 0.0 -0.2 0.110
H 0.227956 -0.547032 4.427543 -0.2 0.2 -0.2 0.094
H -1.508058 -1.356248 5.919024 0.0 0.2 -0.3 0.107
H -3.898080 -0.913071 5.430865 0.1 0.1 -0.1 0.102
H -4.523268 0.403108 3.420310 0.3 0.0 0.0 0.107
H -2.782911 1.262459 1.911704 0.1 -0.1 0.2 0.091
H 2.248088 2.891008 2.951110 0.0 -0.2 0.0 0.097
H 4.338005 2.547264 4.217777 -0.2 -0.2 -0.1 0.104
H 5.128447 0.251082 4.736518 -0.2 0.1 -0.1 0.103
H 3.812923 -1.714532 3.979795 -0.1 0.2 -0.1 0.108
H 1.715798 -1.392823 2.718941 0.1 0.2 0.0 0.105
```
Forces are in eV/Å.

## Properties
frontier orbital gap: 7.5 eV
relative energy (zero: lowest compared OMol25 entry of this formula, charge and spin): 3.845 eV
total charge: 0
molecular weight: 732.49 g/mol


Entry 3:
The following is a DFT calculation (the ωB97M-V functional and the def2-TZVPD basis) of C9H4ClNO4Tl as an isolated structure at a distorted geometry.

```
20
Properties=species:S:1:pos:R:3:forces:R:3:lowdin_charge:R:1
Tl 0.265086 -1.024315 -2.027740 -0.1 0.5 -0.5 1.123
O -0.949500 4.969800 -1.932875 0.6 -2.7 -0.6 0.048
C -0.709493 3.878454 -2.170738 -0.6 2.6 0.7 -0.012
C 3.082288 -1.197945 -2.190224 3.4 -0.4 1.8 0.029
O 4.134074 -1.304420 -1.746318 -3.7 0.4 -1.8 0.169
C -2.370786 -2.183832 -2.056005 -3.1 -1.2 0.9 0.030
O -3.412375 -2.584577 -1.808226 3.4 1.3 -0.9 0.173
C 0.034864 -0.157284 -4.755636 -0.2 0.8 -3.0 0.039
O -0.054033 0.151106 -5.850265 0.3 -1.0 3.5 0.185
Cl 0.067541 2.598559 3.535810 -0.1 -1.7 -1.3 1.063
C 0.012576 1.107573 2.681398 0.0 1.6 1.4 -0.503
C -0.005098 -0.096446 3.394746 0.0 -1.4 0.3 0.029
C -0.047577 -1.292949 2.690005 0.2 0.4 0.8 0.065
C -0.019159 -1.267860 1.293746 -0.2 0.2 0.1 -0.054
N 0.031604 -0.115267 0.601176 -0.1 0.9 0.2 0.029
C 0.005268 1.065398 1.265556 0.3 -0.5 -2.0 -0.004
H 0.026385 -0.080393 4.479097 0.0 -0.1 0.0 0.156
H -0.040782 -2.256942 3.192991 -0.1 0.2 0.1 0.159
H -0.065685 -2.199919 0.725577 0.1 0.2 0.3 0.124
H 0.014803 1.991259 0.677926 0.0 -0.3 0.2 0.151
```
Forces are in eV/Å.

## Properties
frontier orbital gap (alpha / beta): 4.5 / 5.5 eV
total charge: +3
molecular weight: 429.97 g/mol


Entry 4:
The following is a DFT calculation (the ωB97M-V functional and the def2-TZVPD basis) of an isolated ion of composition C3H9N2S and charge +1 at a distorted geometry.

```
15
Properties=species:S:1:pos:R:3:forces:R:3:lowdin_charge:R:1
C -1.384025 -0.618359 0.185663 0.5 -1.9 2.3 -0.080
C 0.048829 -0.338015 0.794023 0.6 -0.7 -1.3 -0.495
C 1.257928 -0.829789 0.020447 -2.2 -0.8 0.1 -0.138
N 1.285033 -1.351713 -1.163171 -1.3 1.0 -2.7 0.191
S 0.557757 1.508730 0.972330 1.2 -0.7 0.5 0.894
N -0.383759 2.443224 -0.018130 -3.0 -0.5 2.5 -0.341
H -2.097736 -0.602783 1.074570 0.7 0.5 -1.5 0.113
H -1.610014 -0.008492 -0.641649 -0.5 1.5 -0.5 0.043
H -1.547806 -1.644022 -0.250567 0.8 0.6 0.7 0.094
H 0.247745 -0.748697 1.820763 -0.7 0.6 -0.8 0.124
H 2.152390 -1.014018 0.544051 1.2 0.6 0.8 0.127
H 2.187651 -1.503821 -1.661198 -0.9 -0.1 0.8 0.168
H 0.428435 -1.309706 -1.830412 1.9 -0.1 1.7 0.194
H -1.100437 2.796600 0.680233 0.7 -0.2 -1.8 0.071
H -0.041993 3.220861 -0.526954 1.1 0.3 -0.7 0.035
```
Forces are in eV/Å.

## Properties
frontier orbital gap: 8.6 eV
relative energy (zero: lowest compared OMol25 entry of this formula, charge and spin): 1.866 eV
structure (SMILES): C[C@@H](C=[NH2+])SN
total charge: +1
molecular weight: 105.19 g/mol


- Among the records above, which one has the highest total charge?
  C9H4ClNO4Tl


- Look up the total charge of the third one.
  +3